1.
Below is a molecular structure, C18H27FeN3O5P2 in a non-equilibrium geometry, with properties calculated with ωB97M-V/def2-TZVPD.

CARTESIAN COORDINATES (ANGSTROEM)
Fe 0.12457 1.47383 0.76200
O 0.42526 -3.88549 5.50299
C -0.07612 -2.84051 5.84521
O -0.60256 -2.23273 6.74202
C -0.00719 -1.78214 4.47237
C 0.40323 -2.29913 3.26227
C 0.44043 -1.41663 2.19169
N 0.11377 -0.13193 2.30620
C -0.27517 0.32890 3.49334
C -0.35726 -0.46554 4.63254
C -0.63215 1.82043 3.55572
O -1.03599 2.31265 4.58013
O -0.43379 2.35833 2.40927
H 0.68308 -3.33527 3.15019
H 0.74515 -1.75894 1.20841
H -0.68715 -0.03746 5.56717
C 0.50204 4.67949 -1.44288
P 0.06947 2.91437 -1.24144
C -1.35667 2.74040 -2.37646
C 1.43812 2.09941 -2.19725
C 2.71940 2.04050 -1.35615
P 2.44394 1.16506 0.25534
C 3.85256 1.78895 1.23762
C 2.96956 -0.54616 -0.14229
H 0.52119 4.93480 -2.50197
H 1.47388 4.88441 -0.99636
H -0.24759 5.28490 -0.93472
H -1.05992 2.87166 -3.41664
H -2.10253 3.49190 -2.11753
H -1.80568 1.75811 -2.23603
H 1.60660 2.64154 -3.12954
H 1.10857 1.08586 -2.44782
H 3.06219 3.05125 -1.12264
H 3.52437 1.53740 -1.89460
H 4.77763 1.68326 0.67216
H 3.92322 1.23532 2.17326
H 3.68667 2.83944 1.47535
H 3.95193 -0.54930 -0.61339
H 2.24314 -1.00720 -0.81278
H 3.01106 -1.13326 0.77554
N -0.93998 -0.06349 -0.30962
C -1.33868 -0.95498 -0.93514
N -1.78610 -1.94330 -1.64320
C -2.41044 -3.13322 -1.04725
C -3.68582 -3.44123 -1.82370
O -3.42200 -3.57922 -3.20513
C -2.87202 -2.40528 -3.76179
C -1.55114 -2.04587 -3.08945
H -2.63504 -2.94354 0.00081
H -1.70951 -3.96830 -1.12639
H -4.41611 -2.63980 -1.65215
H -4.10733 -4.38605 -1.48720
H -3.57118 -1.56510 -3.65435
H -2.71135 -2.60192 -4.82001
H -1.17242 -1.09758 -3.46818
H -0.81218 -2.83160 -3.26754

The net charge is +1. As for the HOMO energy (spin up / spin down): -9.24 / -9.19 eV. The expectation value of S² is 8.76. The spin multiplicity is 6. For the energy, the calculation gives -86768.7901 eV.

=====

2.
Below is a molecular structure, C50H55BiCl3N2PS2Si in a non-equilibrium geometry, with properties calculated with ωB97M-V/def2-TZVPD.

CARTESIAN COORDINATES (ANGSTROEM)
Bi -0.48742 1.56265 -0.04551
C 4.86150 4.44315 0.37415
C 3.78198 3.39516 0.08971
C 4.26738 2.00116 0.47815
C 2.47739 3.79250 0.74961
C 2.08158 3.30831 1.99496
C 0.88448 3.69868 2.57101
C 0.03223 4.59851 1.92798
C -1.27988 4.99080 2.55092
C 0.42915 5.09013 0.69446
C 1.63212 4.69228 0.11616
H 5.78833 4.19633 -0.14724
H 5.07367 4.48736 1.44492
H 4.54048 5.43575 0.05643
H 3.59438 3.38636 -0.98946
H 4.57008 1.96020 1.52687
H 5.13631 1.72658 -0.12188
H 3.49067 1.25147 0.31734
H 2.70035 2.59340 2.52421
H 0.59612 3.27996 3.52934
H -1.13417 5.39447 3.55388
H -1.94519 4.12892 2.64486
H -1.79007 5.74558 1.95313
H -0.21119 5.79108 0.17011
H 1.91218 5.08450 -0.85633
C 3.32265 1.09961 -6.30938
C 2.16186 0.12419 -6.06884
C 2.68965 -1.30328 -6.19807
C 1.07689 0.34103 -7.13446
C 1.55166 0.38694 -4.70228
C 0.98011 1.72263 -4.44843
C 0.30458 1.98631 -3.33281
N 0.04620 1.01111 -2.35181
C 0.82621 -0.27775 -2.42946
C 1.51425 -0.51989 -3.72178
C 1.46044 -0.72624 -1.17358
C 2.27614 -1.84216 -1.09155
C 2.67619 -2.35874 0.13756
C 2.28819 -1.66122 1.27751
C 1.50836 -0.53480 1.14277
N 1.07542 -0.09369 -0.04460
C 3.48814 -3.64526 0.18521
C 4.83442 -3.41409 -0.51470
C 2.70174 -4.74488 -0.54688
C 3.74784 -4.10414 1.62020
H 3.77699 0.90604 -7.28324
H 4.09037 0.98151 -5.54221
H 2.98975 2.13799 -6.29923
H 3.08178 -1.45656 -7.20477
H 1.89941 -2.03682 -6.02883
H 3.50128 -1.49469 -5.49246
H 1.48945 0.16263 -8.12978
H 0.68496 1.35841 -7.11047
H 0.24345 -0.34563 -6.97635
H 1.11882 2.51722 -5.16756
H -0.09817 2.97078 -3.12530
H 1.94991 -1.49998 -3.85189
H 2.54751 -2.34165 -2.00960
H 2.56647 -1.97773 2.27141
H 1.19451 0.02834 2.01676
H 4.69797 -3.09612 -1.54892
H 5.41346 -4.33946 -0.51932
H 5.41485 -2.64757 0.00232
H 2.61234 -4.53864 -1.61368
H 1.69311 -4.83815 -0.14094
H 3.21104 -5.70330 -0.43148
H 4.32840 -3.36986 2.18172
H 4.31749 -5.03389 1.60322
H 2.81381 -4.29240 2.15455
Cl -2.58803 -0.93231 -0.66378
Si -1.01252 -0.56703 -2.43487
Cl -2.19985 -0.26104 -4.05710
Cl -0.84444 -2.81395 -2.65378
S 0.11549 0.00541 4.43412
P -1.60239 -0.66713 3.81360
S -2.20029 0.13837 1.92031
C -1.67475 -2.46363 3.61107
C -2.77431 -3.08454 3.01990
C -2.80887 -4.46372 2.91226
C -1.74971 -5.22731 3.38951
C -0.65533 -4.61172 3.97553
C -0.61371 -3.22744 4.08555
C -2.98873 -0.19748 4.90165
C -4.31160 -0.31201 4.47797
C -5.34714 0.00506 5.34129
C -5.06944 0.44524 6.62888
C -3.75458 0.57096 7.04988
C -2.71431 0.25097 6.18870
H -3.58833 -2.49419 2.61837
H -3.65857 -4.94321 2.44450
H -1.77928 -6.30545 3.29802
H 0.16903 -5.20500 4.34951
H 0.23672 -2.73116 4.53505
H -4.53741 -0.61784 3.46434
H -6.37155 -0.07882 5.00304
H -5.87999 0.69939 7.29966
H -3.53423 0.92329 8.04906
H -1.68508 0.35300 6.50712
C -5.35000 -1.48457 -1.42583
C -4.02346 -1.44970 -1.00672
C -1.76425 -1.17573 0.75756
C -3.51805 0.47725 -0.62507
C -4.55413 1.29494 -0.92826
C -4.51174 2.72994 -0.88713
C -5.77469 3.16250 -1.21785
C -6.62864 2.05122 -1.49460
C -5.89817 0.90006 -1.33125
C -6.22914 -0.45672 -1.54721
H -5.73179 -2.46862 -1.68584
H -1.93471 -2.22055 -0.77992
H -1.10739 -1.97348 1.06026
H -3.65699 3.33071 -0.61884
H -6.07321 4.20009 -1.27337
H -7.65901 2.08743 -1.81281
H -7.23378 -0.72301 -1.84881

As for the HOMO energy: -6.00 eV. For the energy, the calculation gives -137952.8991 eV. Its energy above the lowest of the compared OMol25 structures with the same formula, charge and spin is 538.5 kcal per mole.

=====

3.
Below is a molecular structure, C19H14FeNaO3 in a non-equilibrium geometry, with properties calculated with ωB97M-V/def2-TZVPD.

CARTESIAN COORDINATES (ANGSTROEM)
C -0.19775 -3.28917 0.44671
Na 1.85604 -2.88704 -4.10213
C -0.94851 -2.10315 0.45990
C -0.23188 -1.07460 -0.24335
C 0.92064 -1.72699 -0.85562
C 0.94615 -3.08974 -0.40985
C 1.99197 -3.91951 -0.83000
C 3.05692 -3.37633 -1.55108
C 3.07574 -2.01187 -1.88299
C 1.97208 -1.19860 -1.60788
H -0.42258 -4.22723 0.95429
H -1.88159 -1.94845 0.99112
H -0.66773 -0.19811 -0.72860
H 1.96843 -4.97663 -0.55361
H 3.92339 -4.00490 -1.79365
H 3.97788 -1.58221 -2.33596
H 1.96208 -0.13261 -1.86568
O -3.69773 4.36138 -0.40185
C -2.91214 3.62898 0.04482
Fe -1.95747 2.20355 0.46833
C -3.42511 1.22367 0.73429
O -4.42165 0.62699 0.61905
C -1.93163 1.67157 -1.24457
O -2.27686 1.50468 -2.34695
C 0.37447 0.30352 1.27700
C 1.26948 1.22735 0.69674
C 0.90250 2.44050 0.16453
C -0.21123 3.25502 0.55990
C -0.78420 3.20536 1.88613
C -1.20342 1.98273 2.39256
C -0.94782 0.75862 1.69166
H 0.78365 -0.58037 1.79320
H 2.31334 0.89783 0.58015
H 1.56896 2.86045 -0.60635
H -0.28739 4.19783 -0.01060
H -1.02929 4.14793 2.38218
H -1.82378 1.92597 3.29213
H -1.60396 -0.09644 1.93601

The net charge is +1. As for the HOMO energy: -9.93 eV. For the energy, the calculation gives -64867.5879 eV. Its energy above the lowest of the compared OMol25 structures with the same formula, charge and spin is 0.0 kcal per mole.

=====

Please write out number 3 again, unchanged.
Below is a molecular structure, C19H14FeNaO3 in a non-equilibrium geometry, with properties calculated with ωB97M-V/def2-TZVPD.

CARTESIAN COORDINATES (ANGSTROEM)
C -0.19775 -3.28917 0.44671
Na 1.85604 -2.88704 -4.10213
C -0.94851 -2.10315 0.45990
C -0.23188 -1.07460 -0.24335
C 0.92064 -1.72699 -0.85562
C 0.94615 -3.08974 -0.40985
C 1.99197 -3.91951 -0.83000
C 3.05692 -3.37633 -1.55108
C 3.07574 -2.01187 -1.88299
C 1.97208 -1.19860 -1.60788
H -0.42258 -4.22723 0.95429
H -1.88159 -1.94845 0.99112
H -0.66773 -0.19811 -0.72860
H 1.96843 -4.97663 -0.55361
H 3.92339 -4.00490 -1.79365
H 3.97788 -1.58221 -2.33596
H 1.96208 -0.13261 -1.86568
O -3.69773 4.36138 -0.40185
C -2.91214 3.62898 0.04482
Fe -1.95747 2.20355 0.46833
C -3.42511 1.22367 0.73429
O -4.42165 0.62699 0.61905
C -1.93163 1.67157 -1.24457
O -2.27686 1.50468 -2.34695
C 0.37447 0.30352 1.27700
C 1.26948 1.22735 0.69674
C 0.90250 2.44050 0.16453
C -0.21123 3.25502 0.55990
C -0.78420 3.20536 1.88613
C -1.20342 1.98273 2.39256
C -0.94782 0.75862 1.69166
H 0.78365 -0.58037 1.79320
H 2.31334 0.89783 0.58015
H 1.56896 2.86045 -0.60635
H -0.28739 4.19783 -0.01060
H -1.02929 4.14793 2.38218
H -1.82378 1.92597 3.29213
H -1.60396 -0.09644 1.93601

The net charge is +1. As for the HOMO energy: -9.93 eV. For the energy, the calculation gives -64867.5879 eV. Its energy above the lowest of the compared OMol25 structures with the same formula, charge and spin is 0.0 kcal per mole.